# 1
Formula: C2H2BO3
Source: the OMol25 dataset
Level of theory: ωB97M-V/def2-TZVPD

```
! wB97M-V def2-TZVPD RIJCOSX def2/J DEFGRID3
* xyz -1 1
B 0.875 -0.886 -1.398
O 0.682 -0.057 -0.353
C -0.604 0.337 0.756
O -1.313 -0.642 0.897
C -0.549 1.327 1.849
O -1.112 2.388 1.991
H 1.963 -0.842 -1.889
H 0.058 -1.625 -1.853
*
```

Results
**Frontier orbital gap (spin up / spin down)**: 6.438 / 6.437 eV
**SMILES**: BOC([O-])=C=O
**Relative energy (zero: lowest compared OMol25 entry of this formula, charge and spin)**: 54.19 kcal per mole
**Strongest force on any atom**: 0.080 hartree/bohr
**E_HOMO (spin up / spin down)**: -0.102 / -0.102 Ha



# 2
Formula: C2H2Br2I2
Source: the OMol25 dataset
Level of theory: ωB97M-V/def2-TZVPD

```
! wB97M-V def2-TZVPD RIJCOSX def2/J DEFGRID3
* xyz 0 3
C -0.260 0.059 0.504
C -0.299 -0.113 1.896
Br -0.719 1.344 2.960
Br -0.523 -1.769 2.715
I -2.490 0.006 -0.433
I 2.978 0.032 1.604
H 0.057 -0.773 0.012
H 0.138 1.159 0.098
*
```

Results
**Frontier orbital gap (spin up / spin down)**: 8.528 / 5.921 eV
**Relative energy (zero: lowest compared OMol25 entry of this formula, charge and spin)**: 0.00 kcal per mole
**⟨S²⟩**: 2.033
**Strongest force on any atom**: 0.086 hartree/bohr
**E_HOMO (spin up / spin down)**: -0.311 / -0.351 Ha



# 3
Formula: C2H2Br3I
Source: the OMol25 dataset
Level of theory: ωB97M-V/def2-TZVPD

```
! wB97M-V def2-TZVPD RIJCOSX def2/J DEFGRID3
* xyz 0 1
C 0.558 0.087 0.697
C -0.460 -0.344 -0.723
Br -0.044 1.635 1.654
Br 2.320 0.471 -0.192
Br -0.694 1.225 -1.794
I -2.329 -0.886 0.302
H 0.751 -0.896 1.169
H -0.102 -1.292 -1.114
*
```

Results
**Frontier orbital gap**: 9.539 eV
**Relative energy (zero: lowest compared OMol25 entry of this formula, charge and spin)**: 13.11 kcal per mole
**Strongest force on any atom**: 0.088 hartree/bohr
**E_HOMO**: -0.358 Ha



# 4
Formula: C2H2BrCl3
Source: the OMol25 dataset
Level of theory: ωB97M-V/def2-TZVPD

```
! wB97M-V def2-TZVPD RIJCOSX def2/J DEFGRID3
* xyz 0 1
C -1.124 -0.903 0.109
C 0.944 0.636 0.006
Cl -2.194 0.231 -0.510
Cl 1.998 -0.248 -1.065
Cl 0.043 1.923 -0.652
Br 1.619 0.944 1.723
H -0.602 -1.007 1.075
H -0.684 -1.577 -0.686
*
```

Results
**Frontier orbital gap (spin up / spin down)**: 8.347 / 7.701 eV
**Relative energy (zero: lowest compared OMol25 entry of this formula, charge and spin)**: 82.30 kcal per mole
**Strongest force on any atom**: 0.065 hartree/bohr
**E_HOMO (spin up / spin down)**: -0.313 / -0.309 Ha



# 5
Formula: C2H2BrClF2
Source: the OMol25 dataset
Level of theory: ωB97M-V/def2-TZVPD

```
! wB97M-V def2-TZVPD RIJCOSX def2/J DEFGRID3
* xyz 0 1
C 0.952 -1.044 -0.098
C -0.761 1.137 0.186
F 1.158 -1.270 1.167
F -0.529 1.508 -1.083
Cl 0.323 -2.291 -1.029
Br -2.457 0.545 0.633
H 1.619 -0.335 -0.707
H -0.305 1.749 0.930
*
```

Results
**Frontier orbital gap (spin up / spin down)**: 8.935 / 8.285 eV
**Relative energy (zero: lowest compared OMol25 entry of this formula, charge and spin)**: 75.59 kcal per mole
**Strongest force on any atom**: 0.066 hartree/bohr
**E_HOMO (spin up / spin down)**: -0.314 / -0.304 Ha



# 6
Formula: C2H2BrNO2
Source: the OMol25 dataset
Level of theory: ωB97M-V/def2-TZVPD

```
! wB97M-V def2-TZVPD RIJCOSX def2/J DEFGRID3
* xyz 0 1
C -0.691 1.081 -0.229
C -1.017 0.317 0.640
N -0.934 -0.367 1.872
O 0.067 -0.112 2.564
O -1.756 -1.237 2.082
H -0.626 1.616 -1.106
Br 2.457 -0.021 -0.005
H 1.846 0.178 1.150
*
```

Results
**Frontier orbital gap**: 9.612 eV
**SMILES**: C#C[N+](=O)[O-].Br
**Relative energy (zero: lowest compared OMol25 entry of this formula, charge and spin)**: 125.65 kcal per mole
**Strongest force on any atom**: 0.067 hartree/bohr
**E_HOMO**: -0.399 Ha